A 4-piece molecular cluster, C8H7Cl9F8O overall at a distorted geometry, computed with ωB97M-V with the def2-TZVPD basis set.

Values from the calculation:
2S+1: 1
Electronic energy, eV: -144898.702
Net charge: 0
Max |F|, eV/Å: 2.0
Orbital gap, eV: 11.60
SMILES string: FC(F)C(F)(F)COC(F)(F)C(F)F.ClC(Cl)Cl.ClC(Cl)Cl.ClC(Cl)Cl
Lowest unoccupied orbital energy, eV: 0.37

Each line ends with the Mulliken charge.
Element x y z (Å)
F (-7.56, 24.66, -19.38)  -0.276
C (-6.35, 24.08, -19.64)  0.257
F (-5.71, 24.88, -20.54)  -0.250
C (-5.52, 23.98, -18.37)  0.984
F (-4.29, 23.52, -18.74)  -0.304
F (-6.05, 23.09, -17.49)  -0.265
C (-5.36, 25.31, -17.60)  -0.926
O (-4.54, 26.18, -18.35)  -0.328
C (-3.98, 27.21, -17.66)  0.847
F (-4.89, 27.79, -16.86)  -0.299
F (-2.96, 26.79, -16.92)  -0.286
C (-3.55, 28.26, -18.71)  0.245
F (-3.11, 29.37, -18.07)  -0.265
F (-2.57, 27.78, -19.51)  -0.244
H (-6.48, 23.08, -20.07)  0.135
H (-4.90, 25.10, -16.63)  0.438
H (-6.37, 25.71, -17.52)  0.269
H (-4.40, 28.51, -19.36)  0.236
Cl (-12.93, 19.91, -19.92)  -0.107
C (-13.20, 18.41, -19.04)  0.059
Cl (-11.71, 17.46, -18.85)  -0.114
Cl (-14.46, 17.42, -19.78)  -0.125
H (-13.53, 18.67, -18.05)  0.291
Cl (-5.29, 16.35, -19.79)  -0.124
C (-6.87, 15.69, -20.25)  -0.004
Cl (-6.85, 15.22, -21.95)  -0.115
Cl (-8.15, 16.87, -19.94)  -0.054
H (-7.04, 14.82, -19.63)  0.292
Cl (-7.71, 20.47, -19.34)  -0.083
C (-8.97, 19.91, -18.23)  0.744
Cl (-10.24, 21.10, -18.03)  -0.130
Cl (-8.24, 19.40, -16.69)  -0.126
H (-9.44, 19.03, -18.66)  -0.373



C8H7ClN3O7Os as an isolated structure at a distorted geometry, computed with ωB97M-V with the def2-TZVPD basis set.

Values from the calculation:
2S+1: 1
Electronic energy, eV: -42182.305
Net charge: +1
Max |F|, eV/Å: 3.7
Orbital gap (spin up / spin down), eV: 6.21 / 6.21
Lowest unoccupied orbital energy (spin up / spin down), eV: -5.10 / -5.10

Each line ends with the Mulliken charge.
Element x y z (Å)
Os (0.54, -0.24, 0.06)  1.177
O (-0.99, -3.09, -2.08)  -0.543
C (-0.45, -2.16, -1.55)  0.527
O (-0.97, -1.26, -0.74)  -0.632
C (1.85, -2.76, -2.50)  0.101
C (1.75, -4.03, -2.89)  -0.661
C (2.83, -4.46, -3.74)  0.243
C (3.77, -3.56, -4.03)  -0.298
C (2.03, 1.17, -1.99)  -0.193
C (2.58, -0.18, 1.16)  -0.105
O (2.03, 0.76, 1.52)  -0.135
N (3.22, 1.55, -1.81)  0.561
O (4.29, 1.96, -1.56)  -0.462
O (1.21, 1.34, -0.93)  -0.595
N (2.93, -5.83, -4.27)  1.022
O (3.88, -6.05, -4.99)  -0.554
O (2.05, -6.58, -3.95)  -0.528
H (0.91, -4.66, -2.61)  0.564
H (4.67, -3.58, -4.61)  0.533
Cl (3.34, -2.07, -3.25)  0.153
C (1.04, -1.79, -1.75)  -0.126
H (1.55, -1.71, -0.71)  0.197
H (1.06, -0.85, -2.31)  0.363
N (-0.75, 1.11, 1.00)  -0.650
H (-0.84, 1.01, 2.01)  0.351
H (-1.69, 1.03, 0.60)  0.329
H (-0.42, 2.06, 0.81)  0.357